DFT (the ωB97M-V functional and the def2-TZVPD basis) results for a structure of composition C20H21N6OReS3.

Geometry as XYZ:
```
52
Properties=species:S:1:pos:R:3
Re 0.297 -0.161 -0.387
O -1.525 -0.074 3.321
C -1.036 0.116 2.222
N -0.391 -0.786 1.435
C 0.384 -1.806 2.127
C 1.822 -1.595 1.719
C 2.883 -2.173 2.398
C 4.179 -1.906 1.999
C 4.384 -1.057 0.921
C 3.285 -0.526 0.280
N 2.023 -0.791 0.656
C -0.919 1.522 1.674
C -1.425 2.598 2.375
C -1.064 3.883 1.995
C -0.187 4.039 0.931
C 0.265 2.919 0.257
N -0.107 1.676 0.600
H 0.065 -2.822 1.871
H 0.283 -1.703 3.210
H 2.679 -2.818 3.242
H 5.017 -2.343 2.524
H 5.377 -0.808 0.577
H 3.388 0.133 -0.572
H -2.051 2.396 3.233
H -1.428 4.743 2.541
H 0.167 5.017 0.634
H 0.952 2.992 -0.575
N -1.525 -2.894 -0.321
C -0.475 -3.123 -1.149
C -0.370 -4.344 -1.840
C 0.715 -4.578 -2.639
C 1.707 -3.598 -2.751
C 1.536 -2.430 -2.062
N 0.466 -2.166 -1.273
H -2.276 -3.557 -0.274
H -1.553 -2.066 0.256
H -1.149 -5.084 -1.715
H 0.802 -5.515 -3.173
H 2.582 -3.740 -3.369
H 2.261 -1.632 -2.132
S 0.368 0.744 -2.664
S -1.523 0.163 -2.046
C -2.337 1.651 -1.723
N -1.834 2.833 -1.968
C -2.714 3.974 -1.719
C -3.738 3.479 -0.703
S -3.904 1.686 -1.012
H -0.935 2.881 -2.444
H -3.186 4.278 -2.654
H -2.137 4.809 -1.323
H -4.707 3.953 -0.826
H -3.390 3.611 0.320
```

M: 643.84 g/mol
⟨S²⟩: 0.758
net charge: +1
spin multiplicity: 2
E_HOMO (alpha / beta): -9.379 / -9.126 eV
relative energy (zero: lowest compared OMol25 entry of this formula, charge and spin): 185.7 kJ/mol
LUMO (alpha / beta): -3.14 / -3.14 eV

DFT (the ωB97M-V functional and the def2-TZVPD basis) results for a structure of composition C50H81Br2NOP2SiTeTi.

Geometry as XYZ:
```
140
Properties=species:S:1:pos:R:3
Ti 1.612 -0.525 -0.046
C 6.498 0.020 2.644
C 5.010 0.143 2.789
C 4.410 0.586 3.967
C 3.031 0.658 4.060
C 2.279 0.303 2.955
Br 0.414 0.549 2.997
N 2.814 -0.156 1.820
C 4.157 -0.238 1.762
H 6.997 0.189 3.595
H 6.888 0.754 1.937
H 6.778 -0.972 2.290
H 5.020 0.863 4.818
H 2.543 0.995 4.963
H 4.558 -0.672 0.859
C 2.492 3.182 1.266
C 1.729 2.669 0.088
O 1.788 1.431 -0.184
C 0.958 3.557 -0.743
C 0.199 3.047 -1.811
C -0.488 3.909 -2.641
C -0.425 5.284 -2.420
C 0.305 5.802 -1.354
C 0.991 4.946 -0.516
H 3.134 2.416 1.684
H 1.796 3.537 2.029
H 3.106 4.035 0.976
H 0.151 1.979 -1.982
H -1.065 3.517 -3.467
H -0.949 5.958 -3.084
H 0.346 6.869 -1.190
H 1.555 5.365 0.304
C 2.113 -2.160 -3.660
P 0.875 -1.439 -2.515
C -0.403 -2.714 -2.322
C 0.132 -0.161 -3.571
C -1.227 -0.188 -3.883
C -1.734 0.661 -4.858
C -0.901 1.550 -5.519
C 0.450 1.603 -5.196
C 0.961 0.753 -4.231
H 2.441 -1.394 -4.359
H 1.607 -2.944 -4.226
H 2.983 -2.585 -3.170
H -0.605 -3.138 -3.307
H -1.309 -2.280 -1.910
H -0.079 -3.503 -1.647
H -1.899 -0.882 -3.400
H -2.781 0.602 -5.122
H -1.296 2.185 -6.300
H 1.108 2.284 -5.719
H 2.027 0.779 -4.035
C 5.881 -0.071 -1.194
Te 3.913 0.130 -1.970
C 4.030 2.241 -2.015
H 6.528 0.321 -1.977
H 6.103 -1.121 -1.029
H 5.996 0.514 -0.287
H 4.139 2.643 -1.010
H 3.147 2.641 -2.505
H 4.919 2.463 -2.604
C 1.361 -2.974 3.594
C 2.424 -3.696 2.760
C 3.816 -3.216 3.166
C 2.296 -5.190 3.099
P 2.052 -3.337 0.923
C 0.389 -4.056 0.768
C 0.158 -5.404 0.475
C -1.133 -5.910 0.453
C -2.212 -5.087 0.743
C -1.994 -3.758 1.079
C -0.703 -3.254 1.095
C 3.264 -4.271 -0.184
C 4.381 -3.270 -0.498
C 3.910 -5.525 0.419
C 2.584 -4.692 -1.489
H 1.658 -3.030 4.643
H 0.387 -3.450 3.503
H 1.253 -1.925 3.334
H 3.977 -3.481 4.213
H 3.918 -2.137 3.089
H 4.613 -3.689 2.594
H 2.235 -5.251 4.188
H 3.154 -5.780 2.799
H 1.386 -5.641 2.711
H 0.977 -6.078 0.274
H -1.293 -6.955 0.226
H -3.216 -5.490 0.731
H -2.827 -3.121 1.345
H -0.552 -2.228 1.412
H 4.880 -2.913 0.407
H 3.974 -2.409 -1.041
H 5.135 -3.741 -1.132
H 4.552 -5.312 1.270
H 4.538 -5.965 -0.358
H 3.182 -6.280 0.705
H 1.967 -3.906 -1.911
H 1.956 -5.569 -1.367
H 3.356 -4.947 -2.217
C -3.818 4.946 -0.400
C -4.155 4.101 0.837
C -2.910 4.100 1.750
C -5.359 4.768 1.551
Si -4.701 2.344 0.471
Br -0.795 -0.029 -0.238
C -5.102 1.836 -1.288
C -5.357 0.334 -1.482
C -4.014 2.254 -2.295
C -6.419 2.604 -1.585
C -5.124 1.198 1.897
C -4.593 -0.237 1.707
C -4.641 1.667 3.278
C -6.676 1.195 1.881
H -3.631 5.968 -0.064
H -4.629 4.996 -1.123
H -2.917 4.592 -0.901
H -2.556 5.129 1.832
H -2.091 3.506 1.331
H -3.118 3.746 2.755
H -5.059 5.775 1.849
H -5.685 4.250 2.451
H -6.219 4.874 0.888
H -4.463 -0.265 -1.298
H -5.655 0.174 -2.520
H -6.166 -0.047 -0.862
H -3.027 1.857 -2.041
H -3.936 3.330 -2.416
H -4.289 1.838 -3.267
H -7.250 2.259 -0.970
H -6.690 2.419 -2.626
H -6.328 3.684 -1.464
H -3.505 -0.263 1.600
H -5.037 -0.757 0.864
H -4.845 -0.804 2.606
H -3.555 1.617 3.367
H -5.059 0.991 4.026
H -4.966 2.669 3.546
H -7.097 0.836 0.943
H -7.100 2.178 2.096
H -7.020 0.520 2.668
```

M: 1137.51 g/mol
net charge: +4
E_HOMO: -17.880 eV
LUMO: -11.79 eV

DFT (the ωB97M-V functional and the def2-TZVPD basis) results for a structure of composition C18H37IrOPS4 in a non-equilibrium geometry.

Geometry as XYZ:
```
62
Properties=species:S:1:pos:R:3
Ir -1.479 0.097 0.108
C -1.254 -2.682 1.745
C -2.442 -1.970 2.352
S -2.067 -0.197 2.367
C -3.706 0.589 2.359
C -3.573 1.957 1.725
S -2.780 2.029 0.097
C -3.994 1.691 -1.199
C -4.669 0.330 -1.223
S -3.608 -0.945 -0.510
C -2.951 -2.021 -1.791
C -2.094 -3.023 -1.037
S -0.828 -2.223 0.038
H -1.384 -3.765 1.785
H -0.338 -2.451 2.294
H -2.569 -2.303 3.385
H -3.374 -2.139 1.820
H -4.020 0.714 3.398
H -4.418 -0.073 1.870
H -2.916 2.591 2.325
H -4.539 2.463 1.672
H -3.400 1.848 -2.102
H -4.725 2.501 -1.153
H -4.943 0.051 -2.240
H -5.577 0.308 -0.621
H -2.354 -1.447 -2.499
H -3.765 -2.516 -2.322
H -1.535 -3.633 -1.745
H -2.681 -3.687 -0.402
O 0.093 2.476 -0.115
C 0.240 1.312 -0.185
C 4.676 1.344 -0.285
C 3.276 1.892 -0.632
C 3.011 3.223 0.087
P 2.050 0.582 -0.345
C 2.142 -0.325 1.224
C 2.292 0.649 2.401
C 3.208 -1.433 1.230
C 1.878 -0.500 -1.797
C 3.224 -1.065 -2.282
C 1.175 0.247 -2.941
H 5.401 2.084 -0.625
H 4.917 0.405 -0.778
H 4.806 1.231 0.789
H 3.203 2.047 -1.714
H 3.153 3.134 1.163
H 2.025 3.630 -0.113
H 3.740 3.946 -0.281
H 1.152 -0.787 1.273
H 3.274 1.117 2.410
H 2.193 0.091 3.333
H 1.535 1.438 2.403
H 4.213 -1.039 1.092
H 3.023 -2.194 0.473
H 3.184 -1.920 2.206
H 1.238 -1.315 -1.447
H 3.843 -0.279 -2.716
H 3.027 -1.792 -3.069
H 3.792 -1.569 -1.503
H 1.816 1.018 -3.370
H 0.232 0.720 -2.645
H 0.950 -0.462 -3.738
```

M: 620.95 g/mol
net charge: +3
E_HOMO (alpha / beta): -17.309 / -17.642 eV
relative energy (zero: lowest compared OMol25 entry of this formula, charge and spin): 126.7 kJ/mol
LUMO (alpha / beta): -11.93 / -11.33 eV

DFT (the ωB97M-V functional and the def2-TZVPD basis) results for a structure of composition C52H44Br12N8O16 in a non-equilibrium geometry.

Geometry as XYZ:
```
132
Properties=species:S:1:pos:R:3
C 0.396 3.224 -5.638
Br -0.507 3.402 -7.330
Br 0.818 4.995 -4.949
Br 1.896 1.937 -5.880
H -0.203 2.565 -5.010
C -3.101 0.980 3.406
Br -1.254 0.699 4.199
Br -4.566 0.006 4.382
Br -3.208 0.626 1.485
H -3.327 2.036 3.552
C 4.612 1.097 4.091
Br 3.459 -0.492 3.591
Br 5.537 1.792 2.461
Br 6.087 0.539 5.384
H 3.908 1.829 4.485
C 0.361 -4.383 -0.997
Br 0.837 -5.357 0.650
Br -1.540 -4.033 -1.221
Br 1.131 -5.314 -2.560
H 0.834 -3.402 -0.957
C -4.686 6.396 -3.053
C -3.489 5.617 -2.792
C -3.138 4.564 -3.587
C -3.979 4.227 -4.642
C -5.079 5.042 -4.982
C -5.510 6.100 -4.167
N -3.641 3.043 -5.402
O -2.893 2.213 -4.929
O -4.224 2.848 -6.467
H -4.912 7.188 -2.354
H -2.784 5.970 -2.054
H -2.213 4.078 -3.314
H -5.686 4.884 -5.861
H -6.330 6.737 -4.461
C -1.774 -0.393 -5.669
C -1.415 -0.265 -4.309
C -0.120 -0.710 -3.910
C 0.656 -1.468 -4.777
C 0.229 -1.656 -6.121
C -1.016 -1.185 -6.538
N 1.994 -2.005 -4.415
O 2.829 -2.420 -5.246
O 2.336 -2.040 -3.250
H -2.747 -0.009 -5.939
H -2.084 0.151 -3.570
H 0.292 -0.506 -2.933
H 0.750 -2.393 -6.714
H -1.327 -1.426 -7.543
C -1.455 -3.350 3.275
C -1.501 -4.730 3.219
C -2.662 -5.387 2.922
C -3.836 -4.663 2.639
C -3.832 -3.287 2.800
C -2.693 -2.633 3.021
N -5.078 -5.426 2.208
O -6.126 -4.856 2.209
O -4.959 -6.568 1.674
H -0.485 -2.905 3.439
H -0.620 -5.354 3.242
H -2.735 -6.464 2.894
H -4.780 -2.775 2.714
H -2.683 -1.555 2.969
C -6.884 1.890 -1.087
C -7.399 2.025 0.204
C -6.794 2.767 1.136
C -5.591 3.419 0.847
C -5.040 3.267 -0.415
C -5.665 2.464 -1.402
N -4.858 4.193 1.873
O -3.774 4.684 1.631
O -5.353 4.386 2.980
H -7.460 1.248 -1.737
H -8.333 1.530 0.425
H -7.249 2.763 2.115
H -4.063 3.617 -0.714
H -5.123 2.380 -2.333
C 6.471 -4.619 6.501
C 6.709 -4.667 5.160
C 5.619 -4.514 4.298
C 4.328 -4.275 4.889
C 4.139 -4.401 6.270
C 5.190 -4.544 7.092
N 3.127 -4.114 4.000
O 3.408 -3.868 2.825
O 1.955 -4.226 4.449
H 7.266 -4.698 7.227
H 7.666 -4.854 4.696
H 5.660 -4.534 3.218
H 3.129 -4.531 6.630
H 5.123 -4.682 8.161
C 1.504 -0.960 0.899
C 0.177 -1.285 0.669
C -0.635 -0.414 -0.099
C -0.115 0.776 -0.573
C 1.218 1.099 -0.307
C 2.021 0.281 0.463
N -0.927 1.774 -1.314
O -0.322 2.525 -2.116
O -2.164 1.799 -1.160
H 2.059 -1.700 1.456
H -0.235 -2.136 1.191
H -1.565 -0.908 -0.337
H 1.665 1.998 -0.705
H 3.027 0.616 0.668
C 5.640 -3.408 -2.144
C 4.670 -3.216 -1.181
C 5.007 -2.553 -0.015
C 6.380 -2.333 0.282
C 7.329 -2.545 -0.686
C 6.984 -2.981 -1.925
N 6.739 -1.665 1.492
O 7.743 -0.920 1.452
O 6.046 -1.776 2.466
H 5.450 -3.955 -3.055
H 3.684 -3.612 -1.372
H 4.209 -2.342 0.682
H 8.344 -2.276 -0.437
H 7.705 -3.031 -2.727
C 1.107 3.525 2.888
C -0.205 3.802 2.347
C -0.266 4.293 1.053
C 0.914 4.620 0.392
C 2.217 4.379 0.886
C 2.278 3.727 2.101
N 0.726 5.272 -0.924
O 1.764 5.482 -1.577
O -0.408 5.384 -1.366
H 1.233 3.009 3.829
H -1.085 3.613 2.944
H -1.266 4.546 0.734
H 3.136 4.587 0.357
H 3.250 3.428 2.464
```

M: 1995.81 g/mol
net charge: 0
E_HOMO: -9.790 eV
relative energy (zero: lowest compared OMol25 entry of this formula, charge and spin): 138.0 kJ/mol
LUMO: -1.12 eV

DFT (the ωB97M-V functional and the def2-TZVPD basis) results for a structure of composition C23H42AlN3OP2 in a non-equilibrium geometry.

Geometry as XYZ:
```
72
Properties=species:S:1:pos:R:3
Al -0.113 0.170 -0.719
P 0.109 -1.989 -1.641
P 0.316 2.376 0.106
N 0.442 0.839 -2.551
C 1.014 -1.497 -3.161
H 1.857 -2.187 -3.325
H 0.340 -1.626 -4.026
C 1.508 -0.050 -3.131
H 2.424 0.072 -2.540
H 1.693 0.317 -4.149
C 0.750 2.317 -2.669
H -0.180 2.829 -2.947
H 1.453 2.419 -3.504
C 1.324 2.863 -1.361
H 1.419 3.960 -1.409
H 2.348 2.479 -1.222
C 1.164 2.965 1.628
C 1.997 1.860 2.302
H 2.950 1.697 1.798
H 1.471 0.908 2.313
H 2.197 2.112 3.347
C -1.278 3.314 -0.077
C -2.429 2.922 0.890
H -3.383 2.940 0.339
H -2.527 3.648 1.704
H -2.341 1.922 1.335
C -1.501 -2.687 -2.219
C -2.226 -3.482 -1.122
H -3.295 -3.532 -1.370
H -2.156 -3.013 -0.134
H -1.863 -4.513 -1.046
C 1.102 -3.367 -0.957
C 0.636 -3.732 0.440
H 1.404 -4.343 0.935
H -0.295 -4.313 0.440
H 0.486 -2.817 1.018
C 1.816 -0.348 0.035
O 2.899 -0.602 0.359
C -1.019 4.835 -0.103
H 0.004 5.122 0.152
H -1.212 5.238 -1.104
H -1.687 5.364 0.582
C -1.375 -3.446 -3.555
H -1.984 -4.356 -3.557
H -1.741 -2.829 -4.382
H -0.351 -3.738 -3.809
C 1.153 -4.586 -1.866
H 1.786 -5.337 -1.384
H 0.163 -5.028 -2.002
H 1.583 -4.361 -2.844
C 0.189 3.614 2.616
H -0.626 2.926 2.837
H 0.700 3.834 3.558
H -0.237 4.553 2.262
H 1.871 3.733 1.269
H 2.108 -2.929 -0.865
H -1.619 3.020 -1.083
H -2.093 -1.768 -2.388
H -0.423 0.681 -3.085
H -1.691 0.340 -0.834
N 0.280 0.350 7.139
C -0.070 0.039 6.069
C -0.304 -0.266 4.678
C -0.074 -1.556 4.169
C -0.506 -1.863 2.850
N -0.653 -0.900 1.925
C -0.753 0.334 2.399
C -0.807 0.668 3.752
H 0.492 -2.307 4.687
H -0.601 -2.899 2.515
H -0.766 1.097 1.622
H -1.267 1.591 4.071
```

M: 465.54 g/mol
net charge: +2
E_HOMO: -15.172 eV
relative energy (zero: lowest compared OMol25 entry of this formula, charge and spin): 127.6 kJ/mol
LUMO: -6.97 eV

DFT (the ωB97M-V functional and the def2-TZVPD basis) results for the molecule C3H5NOS in a non-equilibrium geometry.

Geometry as XYZ:
```
11
Properties=species:S:1:pos:R:3
C -0.383 0.196 0.984
C -0.592 1.330 -1.206
C 0.399 -1.030 0.890
N -0.759 0.979 0.064
O -1.202 1.272 -2.220
S 0.874 -1.618 -0.806
H -0.814 0.281 1.964
H 0.359 1.902 -1.288
H 1.163 -1.034 1.621
H -0.220 -2.005 1.217
H 1.177 -0.273 -1.219
```

M: 103.15 g/mol
⟨S²⟩: 2.011
net charge: 0
spin multiplicity: 3
E_HOMO (alpha / beta): -5.107 / -8.844 eV
relative energy (zero: lowest compared OMol25 entry of this formula, charge and spin): 244.5 kJ/mol
LUMO (alpha / beta): 0.37 / -4.40 eV

The following energy values (in eV) correspond, in order, to the records above: -66701.1112; -253617.6501; -76756.7668; -939802.7206; -56210.1498; -17558.1436.